Arrangement one

{"formula": "C4H10ClN", "method": "wB97M-V/def2-TZVPD", "elements": ["H", "H", "H", "H", "C", "H", "H", "H", "C", "H", "H", "N", "Cl", "C", "H", "C"], "xyz": [[0.4185, 0.3914, 1.9225], [-0.5407, 1.8583, 1.5785], [-0.8530, 1.0231, -1.7933], [0.2731, -1.7666, -1.0283], [-0.3728, 0.8388, 1.3806], [-2.0654, 0.6734, -0.5517], [2.1421, -1.8002, -0.7404], [2.0249, 0.1815, 0.2633], [1.2082, 0.0727, -0.4686], [0.8212, -1.8398, 0.6222], [-1.2827, 0.1225, 1.4913], [-1.0564, 0.9345, -0.8285], [-3.1952, -0.3448, 0.2688], [-0.0358, 0.7368, -0.0771], [1.4226, 0.3940, -1.5838], [1.0915, -1.4755, -0.4555]], "charge": 0, "mol_weight_da": 107.584, "homo_lumo_gap_ha": 0.317, "homo_energy_ha": -0.32330}

Arrangement two

{"formula": "C4H10ClN", "method": "wB97M-V/def2-TZVPD", "elements": ["C", "H", "H", "H", "H", "H", "H", "C", "H", "N", "C", "H", "H", "H", "Cl", "C"], "xyz": [[-1.1617, -1.0490, -0.3346], [-0.3571, 2.6787, -0.4880], [-0.7389, -1.8848, -0.8616], [-1.4965, -0.3298, -0.9972], [0.1943, -0.7102, 1.6103], [1.1713, -0.8679, -1.1378], [-1.9514, -1.4777, 0.2827], [0.0205, -0.4599, 0.5599], [-0.0948, 1.3187, -1.2532], [-0.5823, 1.6808, -0.5531], [-0.3000, 1.0708, 0.7338], [0.6119, 1.4817, 1.1088], [-1.1687, 1.0266, 1.3677], [1.6876, -1.9424, 0.0790], [2.7448, 0.3527, -0.0585], [1.4211, -0.8882, -0.0582]], "smiles": "C[C@H](CN)CCl", "charge": 0, "mol_weight_da": 107.584, "homo_lumo_gap_ha": 0.379, "homo_energy_ha": -0.34298}

Least stable of them? arrangement two.

Arrangement one

{"formula": "C4H8BrN2", "method": "wB97M-V/def2-TZVPD", "elements": ["C", "H", "C", "N", "H", "N", "H", "Br", "H", "H", "H", "C", "H", "C", "H"], "xyz": [[-0.3779, 0.6550, -0.9336], [-0.3711, -1.8117, 1.0369], [0.6790, -0.1253, -0.2145], [0.9529, 0.6179, 0.9637], [-1.4381, 2.2499, -0.1239], [-0.5495, 1.7611, -0.0510], [0.5160, 2.5060, 1.6710], [2.5075, -0.3882, -1.2346], [-1.3232, 0.0796, -1.0039], [1.8864, 0.4322, 1.2491], [-0.0859, 0.9001, -2.1170], [0.3380, 1.8152, 0.8985], [1.1988, -2.2716, 0.2873], [0.2431, -1.7582, 0.1173], [-0.2722, -2.0600, -0.8044]], "smiles": "C[C@@]1(Br)C[NH+]=CN1", "charge": 1, "mol_weight_da": 164.026, "homo_lumo_gap_ha": 0.349, "homo_energy_ha": -0.52247}

Arrangement two

{"formula": "C4H8BrN2", "method": "wB97M-V/def2-TZVPD", "elements": ["C", "H", "H", "H", "H", "C", "C", "H", "N", "H", "C", "N", "H", "H", "Br"], "xyz": [[-1.2664, 0.0414, -0.7958], [0.1447, 0.4930, 1.9991], [-1.4270, 1.1805, -0.8058], [1.8334, 2.2558, -1.1172], [0.8986, 0.8019, -1.3528], [-0.2886, -1.8616, 0.4346], [-0.5024, -0.5010, 0.1601], [-0.8003, -2.4006, -0.4295], [0.2152, 0.4633, 1.0254], [0.6904, -2.0774, 0.7792], [0.9370, 1.4265, 0.5341], [1.3090, 1.4435, -0.7222], [1.4700, 2.0499, 1.2731], [-0.9829, -2.3241, 1.0750], [-2.2307, -0.9912, -2.0573]], "smiles": "C/C(=C\\Br)NC=[NH2+]", "charge": 1, "mol_weight_da": 164.026, "homo_lumo_gap_ha": 0.345, "homo_energy_ha": -0.48961}

Least stable of them? arrangement one.